(i)
Molecular formula: C3H9NO3S
Method: DFT, ωB97M-V/def2-TZVPD

Element x y z (Å)
C: -0.82 -1.22 -0.16
H: 1.65 1.11 -0.88
C: 1.14 -0.13 0.78
O: -0.20 -2.20 -0.46
H: 3.75 -1.20 0.15
O: -3.04 1.57 -0.07
N: -0.29 -0.16 0.53
H: -0.79 0.71 0.49
H: -3.20 1.56 -1.02
H: 1.41 -1.06 1.25
H: -3.74 2.13 0.28
H: 1.72 -0.55 -1.30
H: -2.50 -0.41 0.15
O: -2.15 -1.08 -0.46
H: 1.35 0.72 1.43
S: 3.74 0.09 -0.20
C: 1.96 0.13 -0.50

## Properties
multiplicity	1
SMILES string	O=C(O)NCCS.O
LUMO energy	0.15	eV
orbital gap	9.20	eV

=====

(ii)
Molecular formula: C3H9NO3S
Method: DFT, ωB97M-V/def2-TZVPD

Element x y z (Å)
H: -0.50 -0.25 -1.88
C: 0.30 -0.22 -1.09
C: 0.63 -0.31 1.21
H: -1.61 -1.96 -0.65
O: 0.40 2.93 -1.75
H: 1.14 -0.93 -1.23
H: 0.08 -0.57 2.09
S: -0.11 3.27 -0.44
N: -0.35 -0.30 0.19
O: -1.27 0.64 0.38
H: 1.45 -1.06 1.16
C: -1.04 -1.67 0.27
O: 0.90 3.20 0.58
H: 0.86 0.79 -1.44
H: -1.67 -1.73 1.14
H: 1.01 0.66 1.23
H: -0.22 -2.49 0.25

## Properties
multiplicity	1
LUMO energy	-0.49	eV
orbital gap	8.52	eV

=====

Energy comparison, zero being the most stable, in kcal/mol: (i) 0.0; (ii) 104.5.

=====

(i)
Molecular formula: C21H33N3O4
Method: DFT, ωB97M-V/def2-TZVPD

Element x y z (Å)
N: -1.79 1.65 -0.09
H: -4.32 -3.95 -1.09
H: 5.39 0.45 -1.85
C: -2.92 -2.84 0.12
H: -2.78 -2.55 1.16
H: -2.55 3.54 -0.47
H: -0.18 -1.06 -0.95
C: 4.86 -0.10 -1.07
C: -4.16 -3.70 -0.04
C: -0.42 -0.26 0.90
H: 1.45 3.12 -1.38
H: 1.05 -2.19 1.47
H: 6.50 -0.08 0.34
H: 1.06 1.63 -0.51
C: 3.16 -0.13 1.26
C: -2.60 2.78 0.33
H: 3.46 2.21 -0.27
H: -5.60 1.27 -0.47
H: -4.65 3.22 0.82
H: 4.78 -1.57 1.28
H: 5.41 1.31 0.47
H: 2.58 -0.67 2.00
O: -1.07 2.17 2.99
H: 1.24 1.61 -2.27
N: 2.60 -0.41 -0.06
C: -0.17 -0.11 2.34
H: 3.66 2.15 -2.02
H: 0.66 -3.18 0.05
H: -2.24 1.83 -2.10
H: 5.00 -0.20 2.38
H: 3.03 0.94 1.45
H: -2.17 3.19 1.24
C: -0.87 1.23 2.27
C: 3.10 1.73 -1.18
H: -2.03 -3.36 -0.24
C: -2.26 1.05 -1.32
O: -4.31 -0.68 0.84
C: 1.62 2.04 -1.35
N: -0.08 -1.24 0.04
C: -4.61 1.67 -0.69
H: -4.08 1.65 1.40
C: -4.04 2.35 0.56
O: -2.99 -1.66 -0.68
H: -1.60 0.24 -1.62
C: 0.96 -2.18 0.39
C: 3.36 0.22 -1.14
O: 0.33 -0.81 3.20
C: -1.15 0.94 0.85
H: 5.00 -1.17 -1.26
H: 2.97 -0.19 -2.08
H: -4.04 0.15 -2.13
H: -4.04 -4.62 0.53
H: 3.07 -2.50 0.10
C: -3.72 -0.65 -0.20
C: -3.70 0.53 -1.16
H: -4.70 2.40 -1.50
C: 5.45 0.23 0.30
C: 2.29 -1.81 -0.28
C: 4.64 -0.49 1.39
H: -5.03 -3.17 0.34
H: 2.20 -1.98 -1.35

## Properties
multiplicity	1
SMILES string	CCOC(=O)[C@H]1CCCN(c2c(NCCN3CCCC[C@@H]3CC)c(=O)c2=O)C1
LUMO energy	0.43	eV
orbital gap	8.10	eV

=====

(ii)
Molecular formula: C21H33N3O4
Method: DFT, ωB97M-V/def2-TZVPD

Element x y z (Å)
H: -0.51 2.73 0.47
C: 2.12 -2.89 -2.79
N: 0.58 0.95 -1.08
H: -3.59 0.35 3.90
C: -0.99 6.88 -2.81
C: 1.25 -1.53 0.21
H: -0.04 -5.18 -0.21
H: -3.43 0.12 6.39
O: 1.57 0.16 -2.97
H: -0.89 3.84 -4.31
H: 2.97 -3.43 -3.23
C: 1.15 -3.90 -2.19
H: 1.90 -2.48 2.74
C: 1.93 -0.79 1.38
H: -1.65 4.78 -0.22
C: -0.04 2.11 -1.54
H: -3.28 -1.47 5.62
C: -2.81 -0.50 5.75
H: 0.26 1.78 -3.63
H: -2.48 5.62 -3.71
C: -0.28 -1.56 0.41
H: -1.84 -0.64 6.22
C: -0.58 -2.21 1.75
H: 0.22 -3.41 -1.89
C: -1.23 4.13 -0.97
H: -1.46 7.81 -3.12
H: -0.75 -2.12 -0.40
H: -0.71 -0.56 0.40
C: 2.69 -1.91 -1.76
C: -0.54 -0.60 3.63
H: 3.26 -2.45 -1.01
H: 0.77 -6.36 -1.28
H: 1.61 -2.33 -3.57
H: 1.48 -5.97 0.31
N: 0.08 -1.49 2.82
H: 0.89 -4.66 -2.95
O: 0.04 0.12 4.41
C: -0.16 2.44 -2.89
H: -0.21 6.63 -3.53
C: -0.81 3.60 -3.26
H: 3.37 -1.23 -2.30
H: -0.52 7.03 -1.84
C: -1.36 4.46 -2.32
N: 1.70 -1.08 -1.10
H: -2.79 6.02 -2.01
H: 1.91 -0.90 3.55
H: -2.10 1.13 4.52
C: 0.94 -5.56 -0.54
H: -0.21 -3.24 1.76
H: -1.66 -2.22 1.95
H: 1.57 -2.58 0.27
C: 1.29 0.02 -1.80
C: 1.52 -1.46 2.70
H: 1.64 0.26 1.42
H: 3.01 -0.84 1.26
C: -0.59 2.97 -0.59
O: 1.74 -4.54 -1.07
C: -2.63 0.18 4.40
C: -2.01 5.75 -2.73
H: 0.59 0.87 -0.08
O: -1.89 -0.64 3.49

## Properties
multiplicity	1
SMILES string	CCOC(=O)N1CCC(N(CCCOC)C(=O)Nc2ccc(CC)cc2)CC1
LUMO energy	0.66	eV
orbital gap	8.62	eV

=====

Energy comparison, zero being the most stable, in kcal/mol: (i) 34.0; (ii) 0.0.

=====

(i)
Molecular formula: C4H12NPS
Method: DFT, ωB97M-V/def2-TZVPD

Element x y z (Å)
H: 1.71 -0.81 1.80
C: -0.01 -1.86 -0.90
C: 1.38 0.10 1.50
N: -0.11 -0.43 -0.70
H: -1.76 2.05 0.88
H: 1.32 0.76 2.31
H: -1.03 0.02 -2.61
H: -0.27 2.07 1.93
H: 0.03 -1.94 -1.99
H: -0.57 1.27 -1.38
H: 0.02 2.16 0.29
H: 2.12 0.33 0.74
H: -1.04 -2.32 -0.72
H: -2.07 0.28 -1.35
S: -1.50 -1.17 1.89
C: -1.04 0.29 -1.50
C: -0.65 1.78 1.01
H: 0.67 -2.41 -0.22
P: -0.29 0.01 0.95

## Properties
multiplicity	1
SMILES string	CN(C)P(C)(C)=S
LUMO energy	0.79	eV
orbital gap	9.24	eV

=====

(ii)
Molecular formula: C4H12NPS
Method: DFT, ωB97M-V/def2-TZVPD

Element x y z (Å)
C: 0.02 -3.05 0.08
H: -0.67 3.89 -0.54
H: -0.26 -2.87 -0.91
C: 1.44 -2.47 0.30
H: 0.24 1.68 -1.69
H: -1.40 1.29 -1.82
H: -0.75 -0.31 0.78
H: 0.03 -4.01 0.48
H: 0.69 3.26 0.53
C: -0.58 1.26 -1.17
H: 1.79 -2.39 1.43
P: -1.13 0.90 1.39
H: -0.67 -2.51 0.82
N: -0.89 1.93 0.08
H: 2.18 -2.93 -0.16
H: -0.34 0.15 -0.96
H: -0.91 3.67 1.28
S: 1.65 -0.76 -0.23
C: -0.44 3.25 0.31

## Properties
multiplicity	1
LUMO energy (spin up / spin down)	-0.36 / -1.69	eV
orbital gap (spin up / spin down)	8.22 / 5.31	eV

=====

Energy comparison, zero being the most stable, in kcal/mol: (i) 0.0; (ii) 82.9.

=====

(i)
Molecular formula: C5H14S
Method: DFT, ωB97M-V/def2-TZVPD

Element x y z (Å)
H: -0.40 -2.24 2.25
C: -0.97 -1.02 0.48
H: 1.33 1.66 0.12
H: 1.41 -0.04 -3.05
H: -0.94 0.02 -0.02
H: -0.35 -1.61 -0.41
C: -0.31 -1.25 1.93
S: 0.70 2.22 -2.12
H: -0.69 -0.55 2.80
H: 0.70 -1.07 1.85
C: 1.30 2.66 -0.39
H: 1.67 0.05 -1.31
C: -2.43 -1.54 0.61
C: 1.74 0.61 -2.24
H: -3.14 -0.96 0.05
H: 2.27 3.12 -0.50
H: -2.46 -2.70 0.38
H: 2.76 0.79 -2.33
H: -2.94 -1.53 1.62
H: 0.77 3.39 0.27

## Properties
multiplicity	1
SMILES string	CCC.CSC
LUMO energy	0.95	eV
orbital gap	9.65	eV

=====

(ii)
Molecular formula: C5H14S
Method: DFT, ωB97M-V/def2-TZVPD

Element x y z (Å)
H: 1.67 0.26 -2.21
H: -2.45 -2.59 3.84
H: 0.79 -0.50 0.00
H: -0.73 -0.18 -2.07
C: -1.38 -2.42 3.88
H: 2.49 -0.40 -0.01
H: -1.00 -2.45 1.60
C: -0.74 -2.83 2.57
C: 1.61 0.24 -0.10
S: 0.13 1.99 -1.71
H: 0.35 -2.90 2.64
H: -1.28 -1.35 4.03
H: 2.42 1.71 -1.48
H: -0.86 -2.87 4.73
C: -1.22 0.79 -1.99
H: -1.92 0.89 -1.18
H: -0.98 -3.90 2.46
H: -1.70 0.97 -2.96
C: 1.59 1.00 -1.41
H: 1.42 0.87 0.78

## Properties
multiplicity	1
SMILES string	CCSC.CC
LUMO energy	0.91	eV
orbital gap	9.35	eV

=====

Energy comparison, zero being the most stable, in kcal/mol: (i) 29.6; (ii) 0.0.

=====

(i)
Molecular formula: C4H25N2O7
Method: DFT, ωB97M-V/def2-TZVPD

Element x y z (Å)
C: -1.92 -0.75 1.07
O: 2.74 1.34 0.58
H: -1.44 -1.77 0.96
H: 0.79 -0.95 2.14
H: -1.33 3.46 -1.00
N: -3.47 0.84 -0.06
H: -3.67 -1.30 -0.18
H: -2.32 -0.61 -1.10
H: 2.61 -1.32 -2.00
H: -2.10 2.31 -0.37
C: -0.85 0.32 1.22
N: 0.01 0.41 -0.03
H: 0.71 1.10 0.10
H: 4.48 -1.19 -0.45
O: 3.56 -0.93 -0.60
H: -1.37 1.31 1.38
H: -4.14 0.99 -0.78
H: 1.06 -2.61 -0.80
H: 3.32 2.05 0.63
O: 1.01 1.01 2.61
O: 1.91 -1.66 -2.58
H: -2.52 -0.86 2.00
H: 0.60 1.79 3.07
O: 1.20 -2.07 0.01
H: 3.34 -0.04 -0.15
O: -1.22 2.67 -0.47
H: -0.45 -0.25 3.30
C: 0.10 -0.05 2.40
H: 2.20 -1.83 -0.07
H: 0.42 -0.54 -0.19
H: -0.60 -0.03 -3.43
H: 2.29 -2.10 -3.30
H: 0.43 -0.80 -2.62
H: -0.54 0.68 -0.86
C: -2.87 -0.52 -0.13
O: -0.39 -0.29 -2.56
H: 2.31 1.23 1.40
H: -3.91 0.95 0.85

## Properties
multiplicity	1
total charge	+1
LUMO energy	-2.35	eV
orbital gap	10.48	eV

=====

(ii)
Molecular formula: C4H25N2O7
Method: DFT, ωB97M-V/def2-TZVPD

Element x y z (Å)
O: 0.95 -3.60 -0.63
H: 3.43 1.69 1.40
H: 0.66 -0.66 2.83
H: -0.51 0.33 0.92
H: -0.96 -0.20 -2.06
O: -0.04 -0.11 -4.18
C: -0.28 -0.26 -0.07
N: -1.05 0.38 -1.20
H: -0.46 -2.41 0.57
H: 0.38 1.33 1.78
N: 1.83 0.45 0.90
H: -1.53 -1.15 1.94
C: -1.00 -1.57 0.18
O: -0.22 -1.03 3.22
O: -0.35 2.91 -0.77
H: 2.53 2.31 0.01
H: -4.22 0.27 0.36
H: -2.07 0.40 -1.01
H: -0.55 2.48 2.33
H: -0.72 3.78 -0.86
C: 1.16 -0.20 -0.35
C: 2.92 1.42 0.47
H: -1.39 -1.89 -0.79
O: -3.46 0.67 0.10
H: -0.28 0.52 -4.83
H: -0.06 -1.93 3.53
H: 1.23 0.45 -1.14
H: 0.07 -0.97 -4.47
H: 1.70 -1.20 -0.66
O: -0.53 1.81 1.67
H: 1.71 -3.89 -0.11
H: -2.80 0.64 0.80
H: 0.82 -4.29 -1.23
H: 2.28 -0.16 1.65
H: -0.26 2.68 0.18
H: -0.59 1.31 -1.34
O: -2.01 -1.21 1.02
H: 3.66 0.91 -0.20

## Properties
multiplicity	1
total charge	+1
LUMO energy	-2.55	eV
orbital gap	10.49	eV

=====

Energy comparison, zero being the most stable, in kcal/mol: (i) 0.0; (ii) 74.9.

=====

(i)
Molecular formula: C6H11O2
Method: DFT, ωB97M-V/def2-TZVPD

Element x y z (Å)
H: 1.04 0.56 -0.61
H: -0.70 -1.83 -1.41
C: -0.22 -0.05 1.03
O: 1.52 -0.13 -2.89
H: -1.86 0.92 0.06
H: 1.22 1.20 2.01
C: 0.82 0.18 2.12
H: 1.29 -1.12 -0.14
H: -1.73 1.40 1.74
H: -1.24 -0.24 -1.44
H: 1.68 -0.47 2.06
H: -0.61 2.04 0.63
H: 0.43 0.11 3.14
C: 0.37 -0.60 -2.87
C: -1.15 1.12 0.86
C: -0.30 -0.81 -1.49
C: 0.53 -0.35 -0.28
H: -0.74 -0.99 1.30
O: -0.35 -0.96 -3.84

## Properties
multiplicity	1
total charge	-1
SMILES string	CC(C)CCC(=O)[O-]
LUMO energy	3.58	eV
orbital gap	7.43	eV

=====

(ii)
Molecular formula: C6H11O2
Method: DFT, ωB97M-V/def2-TZVPD

Element x y z (Å)
H: -1.01 0.52 1.69
H: -2.20 -1.86 0.20
H: -2.70 0.53 1.40
C: 1.18 0.13 -1.37
C: -1.44 -1.10 0.53
H: 2.08 -0.36 -1.78
H: 1.09 0.95 -2.05
C: -1.31 -0.20 -0.76
O: 1.84 -0.23 0.93
C: -0.11 -0.69 -1.60
H: -2.19 -0.29 -1.38
H: -0.53 -1.65 0.79
H: -2.12 -0.53 2.65
H: -0.53 -0.66 -2.61
H: 0.19 -1.75 -1.43
O: 1.01 1.79 0.37
C: -1.89 -0.15 1.64
C: 1.33 0.62 0.16
H: -1.22 0.86 -0.43

## Properties
multiplicity	1
total charge	-1
SMILES string	CCCCCC(=O)[O-]
LUMO energy	4.12	eV
orbital gap	8.12	eV

=====

Energy comparison, zero being the most stable, in kcal/mol: (i) 0.0; (ii) 14.9.